(1)
56
Properties=species:S:1:pos:R:3:nbo_charge:R:1 method="wB97M-V/def2-TZVPD" lumo_ev=0.512 total_charge=0 gap_ev=8.631 smiles="CCOC(=O)CN(C(=O)CSc1nnc(CNc2ccc(F)cc2)n1C)c1ccccc1"
C 0.3362 3.1869 3.0613 -0.632
C 0.9521 1.8913 2.5562 -0.088
O 1.2774 1.9854 1.1629 -0.504
C 2.4398 2.5202 0.8368 0.788
O 3.2509 2.9662 1.6047 -0.594
C 2.6425 2.4805 -0.6784 -0.315
N 2.6890 1.1133 -1.1573 -0.467
C 1.7650 0.6741 -2.0294 0.691
O 0.8371 1.3621 -2.4199 -0.643
C 1.9706 -0.7315 -2.5616 -0.615
S 1.3424 -2.0260 -1.4124 0.279
C 0.1358 -1.1097 -0.5440 0.142
N 0.1853 -0.8212 0.7267 -0.295
N -0.9203 -0.1322 1.0251 -0.310
C -1.6300 -0.0010 -0.0658 0.341
C -2.9019 0.7690 -0.1683 -0.266
N -3.9639 -0.0025 -0.7824 -0.606
C -4.6212 -1.0121 -0.0954 0.153
C -4.0831 -1.6162 1.0414 -0.276
C -4.7437 -2.6645 1.6546 -0.240
C -5.9417 -3.1105 1.1311 0.354
F -6.5885 -4.1367 1.7325 -0.330
C -6.4994 -2.5297 0.0065 -0.258
C -5.8373 -1.4821 -0.5992 -0.233
N -1.0130 -0.6267 -1.1022 -0.349
C -1.4364 -0.7356 -2.4673 -0.435
C 3.7308 0.3015 -0.6135 0.197
C 3.4769 -0.5103 0.4832 -0.238
C 4.5061 -1.2664 1.0176 -0.191
C 5.7758 -1.2076 0.4690 -0.203
C 6.0249 -0.3894 -0.6203 -0.210
C 5.0039 0.3697 -1.1634 -0.247
H 1.0552 3.9998 2.9875 0.218
H -0.5442 3.4365 2.4744 0.207
H 0.0464 3.0672 4.1010 0.216
H 0.2449 1.0625 2.6124 0.226
H 1.8660 1.6603 3.1122 0.194
H 1.8015 2.9710 -1.1764 0.263
H 3.5811 2.9909 -0.9148 0.219
H 3.0267 -0.9606 -2.6944 0.251
H 1.4410 -0.8289 -3.5096 0.242
H -2.7157 1.6459 -0.7957 0.230
H -3.1574 1.1105 0.8442 0.219
H -4.5721 0.5340 -1.3836 0.386
H -3.1493 -1.2726 1.4545 0.236
H -4.3338 -3.1339 2.5345 0.230
H -7.4380 -2.8944 -0.3792 0.229
H -6.2633 -1.0161 -1.4765 0.206
H -2.5239 -0.7646 -2.4995 0.237
H -1.0669 0.1222 -3.0347 0.238
H -1.0305 -1.6558 -2.8888 0.223
H 2.4834 -0.5555 0.9056 0.259
H 4.3106 -1.9014 1.8678 0.218
H 6.5749 -1.7978 0.8915 0.216
H 7.0151 -0.3393 -1.0478 0.217
H 5.1862 1.0117 -2.0133 0.219

(2)
61
Properties=species:S:1:pos:R:3:lowdin_spin:R:1 method="wB97M-V/def2-TZVPD" lumo_ev="2.346 / 2.105" total_charge=-1 gap_ev="8.446 / 8.096" spin_multiplicity=6
Fe 0.2174 0.1217 1.2879 4.260
C 3.1211 3.2203 -4.6636 0.000
C 3.2479 2.6036 -3.2963 0.001
C 3.9680 1.4278 -3.1046 0.000
C 4.0472 0.8381 -1.8510 0.001
C 3.4015 1.4315 -0.7754 0.002
C 2.6921 2.6112 -0.9428 0.001
C 2.6192 3.1870 -2.2001 0.000
S 3.3975 0.6123 0.7982 0.017
O 4.6027 -0.1813 0.8537 0.012
O 3.1887 1.6276 1.8015 0.002
N 2.1075 -0.3292 0.7596 0.125
C 2.2522 -1.6280 0.1145 0.011
C 0.9804 -2.4376 0.3359 0.012
O 0.9449 -3.6228 0.0603 0.016
O -0.0250 -1.7598 0.8117 0.128
H 3.8866 2.8425 -5.3420 0.000
H 3.2099 4.3064 -4.6169 0.000
H 2.1458 2.9920 -5.1001 0.000
H 4.4743 0.9675 -3.9458 0.000
H 4.6209 -0.0668 -1.6974 0.000
H 2.1732 3.0479 -0.1021 0.000
H 2.0411 4.0948 -2.3281 0.000
H 3.1038 -2.1889 0.4991 0.002
H 2.3793 -1.5443 -0.9734 0.002
C -3.4750 -3.1957 -4.2991 0.000
C -3.4167 -2.5116 -2.9595 0.001
C -4.0669 -1.3018 -2.7432 0.000
C -3.9807 -0.6559 -1.5167 0.001
C -3.2344 -1.2240 -0.4959 0.002
C -2.5882 -2.4395 -0.6869 0.001
C -2.6848 -3.0715 -1.9140 0.000
S -3.0346 -0.3459 1.0362 0.015
O -4.2104 0.4822 1.1815 0.011
O -2.7734 -1.3362 2.0570 0.002
N -1.7318 0.5478 0.8504 0.109
C -1.9035 1.7998 0.1263 0.010
C -0.6269 2.6256 0.2492 0.012
O -0.5723 3.7498 -0.2116 0.016
O 0.3552 2.0133 0.8451 0.129
H -4.3022 -2.8193 -4.9014 0.000
H -3.5959 -4.2739 -4.1868 0.000
H -2.5519 -3.0281 -4.8592 0.000
H -4.6510 -0.8580 -3.5418 0.000
H -4.5000 0.2771 -1.3404 0.000
H -1.9953 -2.8629 0.1110 0.000
H -2.1695 -4.0136 -2.0631 0.000
H -2.7388 2.3886 0.5075 0.002
H -2.0786 1.6460 -0.9472 0.002
C -1.1742 -0.9603 6.4770 0.001
N -0.3744 -0.4298 5.3897 0.004
C 0.8055 0.2785 5.4995 0.003
C 1.1981 0.5722 4.2328 0.007
N 0.2763 0.0387 3.3617 0.067
C -0.6552 -0.5534 4.0839 0.010
H -0.7871 -0.5737 7.4163 0.000
H -1.1260 -2.0479 6.4950 0.000
H -2.2105 -0.6470 6.3672 0.000
H 1.2435 0.5020 6.4560 0.000
H 2.0667 1.0929 3.8644 0.000
H -1.5331 -1.0379 3.6764 0.000

(3)
52
Properties=species:S:1:pos:R:3:lowdin_charge:R:1 method="wB97M-V/def2-TZVPD" lumo_ev=-13.907 total_charge=+4 gap_ev=6.624
Ta -0.8771 -0.6547 -0.4503 1.479
N -0.7759 0.3221 1.6156 -0.043
C 0.4529 0.7749 2.3340 -0.279
C 0.4219 0.7333 3.7089 0.023
C 1.5102 1.1925 4.4569 0.035
C 2.6319 1.6928 3.8215 0.015
C 2.6702 1.7387 2.4347 -0.013
C 1.5848 1.2835 1.6707 -0.324
P 1.7968 1.2879 -0.0783 0.821
C 1.4155 -0.3820 -0.6242 -0.499
C 0.9719 -0.6041 -1.9946 -0.187
C 0.2649 -1.7511 -2.3023 -0.068
C -0.1135 -2.6374 -1.2532 -0.149
C 0.5063 -2.5338 0.0364 -0.077
C 1.3109 -1.4368 0.3326 -0.078
C 3.2030 2.0307 -0.7385 -0.394
C 4.0463 1.2742 -1.5805 -0.042
C 5.1682 1.8792 -2.1079 -0.003
C 5.4305 3.2204 -1.8312 0.040
C 4.5824 3.9750 -1.0149 0.001
C 3.4618 3.3929 -0.4666 -0.062
H -1.3528 1.1695 1.5614 0.092
H -1.2664 -0.2727 2.2878 0.120
H -0.4518 0.3553 4.2297 0.143
H 1.4629 1.1562 5.5380 0.148
H 3.4794 2.0443 4.3951 0.146
H 3.5576 2.1137 1.9410 0.124
H 1.1805 0.1196 -2.7727 0.132
H -0.1063 -1.8986 -3.3113 0.165
H -0.7403 -3.4915 -1.4792 0.152
H 0.3401 -3.2906 0.7947 0.159
H 1.7304 -1.3341 1.3254 0.152
H 3.8515 0.2287 -1.7876 0.117
H 5.8428 1.3129 -2.7358 0.140
H 6.3065 3.6892 -2.2622 0.145
H 4.8047 5.0149 -0.8162 0.141
H 2.7998 3.9788 0.1622 0.129
O -2.7607 -0.9672 -0.2166 -0.686
S -4.2686 -1.2054 0.3970 1.197
C -5.3619 -0.6283 -0.9165 -0.275
C -5.4233 -1.7614 -1.9312 -0.195
C -5.5987 -3.0305 -1.1046 -0.177
C -4.6000 -2.9711 0.0631 -0.249
H -5.0396 0.3588 -1.2479 0.118
H -6.3077 -0.5083 -0.3695 0.135
H -4.5074 -1.7914 -2.5271 0.122
H -6.2525 -1.5971 -2.6191 0.149
H -5.4301 -3.9359 -1.6856 0.144
H -6.6112 -3.0881 -0.7046 0.141
H -3.6259 -3.4165 -0.1480 0.102
H -4.9677 -3.3800 1.0057 0.118
I -0.3472 2.2288 -1.0346 0.958

(4)
54
Properties=species:S:1:pos:R:3:lowdin_spin:R:1 method="wB97M-V/def2-TZVPD" lumo_ev="-8.790 / -10.137" total_charge=+2 gap_ev="6.458 / 5.116" spin_multiplicity=2
Ir 1.2048 1.1341 0.2803 0.019
C -4.0404 -3.8091 -2.8324 0.004
C -3.2651 -2.5278 -2.6722 0.021
C -3.3858 -1.7557 -1.5180 0.001
C -2.6772 -0.5793 -1.3687 0.014
C -1.8339 -0.1691 -2.4049 0.022
C -1.7015 -0.9214 -3.5781 0.010
C -2.4211 -2.0901 -3.6956 0.002
S -1.0143 1.3219 -2.2715 0.002
O -1.6105 2.1481 -1.2781 0.006
O -0.6244 1.8311 -3.5380 0.005
N 0.5228 0.8751 -1.5092 0.385
C 1.7309 0.6733 -2.1675 0.008
C 2.0654 0.5566 -3.5024 0.094
C 3.4178 0.4322 -3.8054 -0.011
C 4.3615 0.4294 -2.7891 0.097
C 3.9373 0.5398 -1.4719 0.026
N 2.6431 0.6401 -1.1925 0.049
H -4.6415 -4.0359 -1.9554 0.000
H -3.3639 -4.6431 -3.0217 0.001
H -4.7008 -3.7446 -3.6982 0.002
H -4.0630 -2.0769 -0.7359 0.000
H -2.7957 0.0381 -0.4869 0.000
H -1.0747 -0.5732 -4.3896 0.000
H -2.3471 -2.6732 -4.6056 0.000
H 1.3066 0.6075 -4.2676 0.004
H 3.7298 0.3465 -4.8383 -0.002
H 5.4182 0.3486 -2.9999 0.004
H 4.6364 0.5356 -0.6457 0.000
C 1.2905 1.1160 3.8916 0.001
C 2.0582 0.1018 3.0398 0.042
C 3.3049 -0.3998 3.7876 0.024
C 2.5231 0.6501 1.6940 0.104
H 0.7307 0.6102 4.6788 0.000
H 0.5942 1.7224 3.3140 0.001
H 1.9871 1.8011 4.3812 0.000
H 1.4366 -0.7801 2.8685 0.001
H 3.9779 0.4280 4.0218 0.000
H 3.8558 -1.1417 3.2087 0.000
H 2.9903 -0.8591 4.7259 0.006
H 3.2672 0.0125 1.2185 0.002
H 2.8903 1.7113 1.7509 -0.008
N -2.4000 -1.9446 4.3022 -0.001
C -2.1615 -0.9925 3.7053 0.000
C -1.8283 0.1916 2.9504 0.002
C -2.3630 1.4423 3.2616 0.009
C -2.0153 2.5337 2.4866 0.000
C -1.1319 2.3624 1.4430 0.009
N -0.5900 1.1457 1.1583 0.033
C -0.9461 0.0786 1.8995 0.013
H -3.0494 1.5442 4.0939 0.000
H -2.4221 3.5152 2.6848 0.000
H -0.8802 3.1728 0.7771 0.000
H -0.5324 -0.8805 1.6159 0.001

Looking at DFT total energy for the records above, in order, we have -50349.920; -101606.338; -56476.238; -46913.501 eV.
Looking at energy above the lowest of the compared OMol25 structures with the same formula, charge and spin for the records above, in order, we have 0.436; 0.000; 0.131; 1.474 eV.